Computed, not measured: a cluster of 3 separate species, C24H49F5N3O3 in total in a non-equilibrium geometry, with ωB97M-V/def2-TZVPD.

Calculated values
⟨S²⟩	0.7540
gap between HOMO and LUMO (spin up / spin down)	8.810 / 9.843	eV
LUMO (spin up / spin down)	0.021 / 0.021	Ha

The geometry in ORCA input format:
```
! RIJCOSX wB97M-V def2-TZVPD def2/J DEFGRID3
* xyz 0 2
C 1.4978 -2.8908 0.7160
C 0.8369 -1.5950 0.2353
C -0.6308 -1.5144 0.6738
C -1.0467 -0.0524 0.9794
C -0.9541 0.1901 2.5083
C -2.4247 0.2839 0.3619
C -2.7957 1.7592 0.5997
F -3.7936 2.1535 -0.2471
F -3.2554 1.9703 1.8724
C -1.6539 2.8129 0.4163
F -0.8842 2.5586 -0.6704
F -2.2260 4.0395 0.2305
F -0.8525 2.8850 1.5172
C -2.3955 0.0710 -1.1654
C -3.5951 -0.6621 -1.7934
C -3.7441 -0.1161 -3.2206
C -3.3361 -2.1673 -1.9176
N -4.8632 -0.3729 -1.0813
O -5.8986 -0.8052 -1.6903
C -4.8956 -0.6110 0.3954
C -5.5232 -1.9727 0.7103
C -5.8215 0.4596 1.0239
C -3.4816 -0.6230 1.0040
H 2.4801 -2.9686 0.2640
H 1.6321 -2.7994 1.7878
H 0.8493 -3.7197 0.4617
H 1.4143 -0.7639 0.6287
H 0.8523 -1.5059 -0.8495
H -0.7375 -2.1328 1.5603
H -1.2603 -1.9551 -0.0904
H -0.2789 0.5658 0.5311
H -1.8909 0.4643 2.9720
H -0.5717 -0.6779 3.0302
H -0.2545 0.9917 2.7148
H -1.5202 -0.4950 -1.4592
H -2.3016 1.0198 -1.6770
H -4.5234 -0.6273 -3.7633
H -2.7833 -0.2199 -3.7146
H -3.9531 0.9462 -3.1496
H -2.4163 -2.2811 -2.4835
H -4.1292 -2.6176 -2.5009
H -3.1952 -2.6690 -0.9694
H -6.5772 -1.9811 0.4813
H -5.4380 -2.1053 1.7875
H -5.0071 -2.7927 0.2282
H -5.4328 0.8322 1.9614
H -6.7954 0.0289 1.2211
H -5.9788 1.2721 0.3290
H -3.1354 -1.6490 1.0029
H -3.5986 -0.3597 2.0463
C 5.2865 0.5004 2.0524
C 4.3357 0.4038 3.2416
C 5.0016 -0.0893 4.5334
O 5.2627 -1.4774 4.5719
C 6.4525 -1.8915 3.9275
N 3.1836 -0.4199 2.8616
H 5.5022 -0.4782 1.6242
H 4.8372 1.1028 1.2632
H 6.2315 0.9670 2.3371
H 3.9666 1.4130 3.4464
H 4.3121 0.0966 5.3611
H 5.9188 0.4762 4.7446
H 7.2464 -1.1469 4.0354
H 6.2857 -2.0967 2.8672
H 6.7765 -2.8170 4.4023
H 2.5014 -0.3892 3.6149
H 3.4920 -1.3887 2.8475
C 2.4856 2.6941 -4.9509
C 1.5770 2.5757 -3.7314
C 2.2870 2.0625 -2.4709
O 2.5454 0.6742 -2.4682
C 3.7036 0.2642 -3.1684
N 0.4116 1.7577 -4.0808
H 2.6876 1.7237 -5.4034
H 2.0090 3.3094 -5.7132
H 3.4394 3.1574 -4.6907
H 1.2142 3.5805 -3.4958
H 1.6226 2.2367 -1.6207
H 3.2096 2.6265 -2.2773
H 4.5044 1.0051 -3.0878
H 3.4897 0.0699 -4.2223
H 4.0445 -0.6682 -2.7184
H -0.2524 1.7755 -3.3113
H 0.7171 0.7896 -4.1296
*
```

---

Computed, not measured: a cluster of 3 separate species, C24H50BN2O9S in total in a non-equilibrium geometry, with ωB97M-V/def2-TZVPD.

Calculated values
gap between HOMO and LUMO	5.582	eV
LUMO	0.077	Ha
energy relative to the best compared isomer or geometry (same formula, charge and spin)	49.5	kcal per mole

The geometry in ORCA input format:
```
! RIJCOSX wB97M-V def2-TZVPD def2/J DEFGRID3
* xyz -1 1
C -0.2168 -2.1389 0.3664
C -0.1639 -2.9168 -1.0143
O 0.5767 -2.1439 -1.9613
B -0.1581 -2.0054 -3.2517
O -1.2590 -2.9819 -3.0598
C -1.5627 -3.2638 -1.7043
C -2.1038 -4.7310 -1.4602
C -0.9262 -5.7636 -1.7198
C -1.4550 -7.1978 -2.1145
C -0.6041 -7.9229 -3.2277
C -0.7631 -7.1229 -4.5654
C 0.0760 -7.7197 -5.7797
C 0.8613 -6.5891 -6.6035
S 2.6954 -6.9439 -6.6087
C 3.1655 -6.5233 -4.9166
N 3.8622 -5.5081 -4.4148
N 3.8820 -5.6891 -3.0548
C 3.1647 -6.7945 -2.7975
O 2.6919 -7.3909 -3.9542
H -0.8675 -1.2342 0.2897
H 0.8265 -1.8457 0.6676
H -0.5872 -2.8850 1.1295
H 0.5653 -3.7447 -0.7904
H 0.5661 -2.1744 -4.1994
H -0.6304 -0.8868 -3.3445
H -2.4018 -2.5345 -1.4697
H -2.4384 -4.7682 -0.3837
H -2.9737 -4.8798 -2.1477
H -0.3831 -5.8465 -0.7342
H -0.1958 -5.3148 -2.4367
H -2.5174 -7.0793 -2.4585
H -1.4534 -7.8163 -1.1730
H 0.4452 -7.9924 -2.8468
H -0.9936 -8.9814 -3.2841
H -0.4484 -6.0646 -4.3694
H -1.8401 -7.0596 -4.8905
H 0.7440 -8.5599 -5.4727
H -0.6778 -8.1670 -6.4908
H 0.7102 -5.6030 -6.0824
H 0.4435 -6.5395 -7.6353
H 2.9648 -7.2280 -1.7999
C 2.9510 4.9136 2.9808
O 3.0078 3.8219 2.0916
C 2.5189 2.6276 2.6904
C 2.2563 1.5691 1.6318
O 1.0000 1.7313 0.9856
C 0.9265 2.7823 0.0249
C 1.6343 2.4410 -1.2749
O 3.0320 2.6863 -1.1550
C 3.7623 2.0751 -2.1995
H 3.5443 4.7128 3.8799
H 3.3618 5.7883 2.4758
H 1.9124 5.1289 3.2560
H 1.5938 2.8346 3.2417
H 3.2865 2.2648 3.3869
H 2.1944 0.6009 2.1355
H 3.0702 1.5061 0.9080
H 1.2744 3.7271 0.4477
H -0.1386 2.8971 -0.1920
H 1.2491 3.0826 -2.0780
H 1.4545 1.3906 -1.5285
H 3.6570 0.9864 -2.1530
H 4.8154 2.3267 -2.0690
H 3.4271 2.4435 -3.1750
C -2.2700 8.9309 6.9745
O -2.6349 7.8409 6.1561
C -3.7993 8.1185 5.3892
C -3.9605 7.0921 4.2799
O -3.1645 7.3814 3.1353
C -1.7704 7.1026 3.2632
C -1.4545 5.6183 3.1985
O -1.6616 5.0149 4.4687
C -1.7084 3.6039 4.3792
H -3.0809 9.1847 7.6662
H -1.3913 8.6429 7.5515
H -2.0125 9.8009 6.3606
H -3.7344 9.1235 4.9561
H -4.6647 8.0656 6.0631
H -4.9942 7.1406 3.9280
H -3.7868 6.0761 4.6377
H -1.3573 7.5697 4.1587
H -1.3032 7.5846 2.4007
H -0.3985 5.4829 2.9318
H -2.0863 5.1372 2.4439
H -2.5621 3.2881 3.7700
H -1.8357 3.2045 5.3853
H -0.7789 3.2099 3.9555
*
```

---

Computed, not measured: a cluster of 12 separate species, C24H50Cl22IOP in total, with ωB97M-V/def2-TZVPD.

Calculated values
gap between HOMO and LUMO	9.173	eV
LUMO	0.010	Ha
SMILES string	ClCCCl.ClCCCl.ClCCCl.ClCCCl.ClCCCl.ClCCCl.ClCCCl.ClCCCl.ClCCCl.ClCCCl.ClCCCl.COCPI
energy relative to the best compared isomer or geometry (same formula, charge and spin)	0.0	kcal per mole

The geometry in ORCA input format:
```
! RIJCOSX wB97M-V def2-TZVPD def2/J DEFGRID3
* xyz 0 1
Cl 0.2957 0.9624 -2.7453
C 0.5200 1.4128 -1.0277
C 1.1820 0.3200 -0.2336
Cl 0.1257 -1.1059 -0.0130
H -0.4602 1.6573 -0.6250
H 1.1415 2.3049 -1.0187
H 1.4069 0.6927 0.7639
H 2.0989 -0.0219 -0.7075
Cl 3.5210 4.4671 -1.2180
C 2.5525 5.5704 -2.2307
C 1.3641 6.1328 -1.4961
Cl 0.1684 4.8704 -1.1089
H 2.2468 5.0098 -3.1106
H 3.2041 6.3891 -2.5321
H 0.8672 6.8694 -2.1252
H 1.6567 6.5974 -0.5577
Cl 4.7708 1.0122 -1.1967
C 4.6881 1.4440 0.5372
C 5.3683 0.4342 1.4185
Cl 4.5448 -1.1585 1.4579
H 3.6378 1.5669 0.7892
H 5.1922 2.4039 0.6531
H 5.3871 0.8031 2.4414
H 6.3889 0.2493 1.0968
Cl -9.3207 -1.1491 2.3978
C -8.7535 -2.5254 1.4204
C -9.8725 -3.4693 1.0657
Cl -10.4996 -4.3360 2.4988
H -7.9668 -3.0258 1.9810
H -8.3345 -2.1117 0.5045
H -9.5089 -4.2251 0.3717
H -10.7096 -2.9392 0.6193
Cl -6.6876 1.3729 -6.5339
C -6.4625 -0.1267 -7.4718
C -7.7740 -0.8030 -7.7828
Cl -8.5359 -1.4688 -6.3138
H -5.8163 -0.7801 -6.8902
H -5.9663 0.1467 -8.4015
H -7.5942 -1.6431 -8.4515
H -8.4806 -0.1177 -8.2433
Cl 7.2996 -0.4251 4.2594
C 7.2290 -2.0603 3.5446
C 8.2711 -2.9722 4.1377
Cl 9.9162 -2.4665 3.6591
H 7.3581 -1.9570 2.4706
H 6.2331 -2.4506 3.7434
H 8.1256 -3.9841 3.7642
H 8.2315 -2.9758 5.2236
Cl -7.7429 2.3936 -3.2638
C -9.0004 1.1425 -3.4570
C -9.9484 1.1197 -2.2853
Cl -9.1444 0.5868 -0.7859
H -8.4946 0.1873 -3.5790
H -9.5424 1.3709 -4.3730
H -10.7583 0.4204 -2.4861
H -10.3631 2.1065 -2.0959
Cl 14.2463 0.4377 3.3541
C 13.3887 -0.9313 2.5998
C 13.6683 -1.0344 1.1221
Cl 12.9553 0.3202 0.2047
H 12.3264 -0.7968 2.7894
H 13.7305 -1.8374 3.0972
H 13.2248 -1.9498 0.7343
H 14.7365 -1.0366 0.9214
Cl 2.4152 0.7580 3.3227
C 1.7121 2.0106 4.3794
C 0.4423 2.5645 3.7809
Cl 0.7593 3.4289 2.2506
H 2.4623 2.7876 4.5026
H 1.5025 1.5501 5.3427
H -0.0170 3.2714 4.4690
H -0.2631 1.7682 3.5566
Cl -7.4696 -3.0446 5.8020
C -8.2037 -4.6197 5.3995
C -7.2763 -5.7709 5.6911
Cl -5.8691 -5.7912 4.5930
H -8.4814 -4.5919 4.3502
H -9.1062 -4.7165 6.0010
H -7.8081 -6.7092 5.5428
H -6.8951 -5.7280 6.7081
Cl 8.4565 2.1282 1.2823
C 8.4010 2.2716 -0.4985
C 8.7322 3.6670 -0.9600
Cl 7.4505 4.8263 -0.5114
H 7.4048 1.9823 -0.8259
H 9.1273 1.5643 -0.8952
H 8.8080 3.6798 -2.0457
H 9.6636 4.0211 -0.5260
C -1.9975 -2.0053 -3.1137
O -3.3952 -2.1844 -3.2362
C -4.1316 -1.0522 -2.8631
P -5.8107 -1.1975 -3.6064
I -6.8156 -2.8244 -2.0931
H -1.6734 -2.0734 -2.0680
H -1.6956 -1.0218 -3.4974
H -1.5178 -2.7902 -3.6978
H -3.7096 -0.1338 -3.3133
H -4.1491 -0.9140 -1.7746
H -6.2935 -0.0556 -2.9254
*
```

---

Number 1: calculated total energy -49880.84277 eV. Number 2: calculated total energy -58614.55270 eV. Number 3: calculated total energy -320632.31568 eV.